# 1
27
Properties=species:S:1:pos:R:3 method="wB97M-V/def2-TZVPD" homo_ev="-3.931 / -5.446" multiplicity=5 s2=6.03 charge=-1
C 1.243 -1.987 1.782
C 1.287 -1.672 0.376
C -0.077 -1.638 -0.123
H 2.200 -1.529 -0.183
C -0.928 -1.971 0.997
C -0.116 -2.169 2.149
H -0.487 -2.476 3.117
H 2.091 -2.169 2.441
H -0.450 -1.448 -1.129
H -1.988 -2.183 0.955
Co 0.148 -0.375 1.259
Cl 0.968 1.361 0.219
C 0.377 2.708 -2.989
C -0.853 2.070 -3.334
C -0.542 0.832 -3.975
H -1.847 2.467 -3.157
C 0.880 0.709 -4.034
C 1.448 1.869 -3.425
H 2.506 2.088 -3.324
H 0.485 3.667 -2.494
H -1.260 0.120 -4.371
H 1.433 -0.110 -4.483
N -0.621 0.775 2.626
C -1.187 0.707 3.671
N -1.885 0.701 4.729
C -1.501 0.067 5.813
N -1.326 -0.414 6.888

=====

# 2
29
Properties=species:S:1:pos:R:3 method="wB97M-V/def2-TZVPD" homo_ev="-8.210 / -8.219" multiplicity=5 s2=6.07
C -2.599 -1.394 -0.231
C -1.604 -1.563 -1.324
C -1.498 -0.287 -1.985
H -1.346 -2.504 -1.800
C -2.187 0.669 -1.251
C -2.685 0.053 -0.028
H -3.365 0.525 0.680
H -3.011 -2.170 0.385
H -1.097 -0.127 -2.993
H -2.430 1.675 -1.605
Ru -0.868 -0.994 0.626
Cl -0.242 -3.248 0.707
C 2.806 0.176 -0.063
C 3.030 1.348 -0.878
C 2.327 1.166 -2.109
H 3.441 2.272 -0.502
C 1.809 -0.162 -2.105
C 2.056 -0.755 -0.838
H 1.781 -1.763 -0.490
H 3.020 -0.022 1.015
H 2.177 1.847 -2.930
H 1.163 -0.572 -2.865
F -0.283 1.388 4.479
C -0.151 0.494 3.464
F 0.982 -0.215 3.694
F -1.191 -0.385 3.559
C -0.077 1.335 2.179
O -0.039 2.551 2.159
O 0.079 0.662 1.051

=====

# 3
29
Properties=species:S:1:pos:R:3 method="wB97M-V/def2-TZVPD" homo_ev="-4.722 / -4.525" multiplicity=7 s2=12.68 charge=-1
C -2.233 -1.213 -0.307
C -1.601 -1.399 -1.597
C -1.373 -0.093 -2.166
H -1.299 -2.377 -2.030
C -1.827 0.902 -1.228
C -2.357 0.209 -0.072
H -2.756 0.678 0.850
H -2.492 -2.012 0.417
H -0.886 0.110 -3.141
H -1.726 2.006 -1.328
Tb 0.025 -0.318 0.003
Cl 0.242 -2.371 1.317
C 2.515 -0.135 0.047
C 2.084 1.112 -0.554
C 1.583 0.824 -1.872
H 2.095 2.111 -0.067
C 1.670 -0.602 -2.083
C 2.243 -1.195 -0.905
H 2.363 -2.283 -0.717
H 2.823 -0.281 1.109
H 1.156 1.573 -2.574
H 1.330 -1.158 -2.983
F -0.947 2.137 1.712
C 0.000 1.159 1.965
F 1.215 1.786 2.150
C -0.370 0.389 3.202
F -0.539 1.233 4.246
F -1.553 -0.300 3.048
F 0.616 -0.492 3.558

=====

# 4
27
Properties=species:S:1:pos:R:3 method="wB97M-V/def2-TZVPD" homo_ev="-8.482 / -8.482"
C 0.136 1.673 -0.124
C 1.305 1.348 -0.906
C 2.326 0.896 0.026
H 1.487 1.566 -1.956
C 1.796 0.965 1.346
C 0.458 1.419 1.262
H -0.214 1.533 2.107
H -0.793 2.093 -0.559
H 3.408 0.795 -0.106
H 2.348 0.755 2.270
Ti 0.923 -0.789 -1.051
Cl -0.757 -0.682 -2.526
C 1.821 -2.346 -2.121
C 2.733 -2.321 -0.990
C 3.625 -1.224 -1.179
H 2.905 -3.146 -0.297
C 3.214 -0.481 -2.315
C 2.086 -1.131 -2.901
H 1.670 -0.911 -3.876
H 1.206 -3.188 -2.432
H 4.477 -1.000 -0.533
H 3.703 0.414 -2.702
N -0.749 -1.086 0.359
C -1.690 -0.802 1.030
N -2.530 -0.523 1.918
C -3.743 -0.237 2.279
N -4.795 0.038 2.732

=====

# 5
30
Properties=species:S:1:pos:R:3 method="wB97M-V/def2-TZVPD" homo_ev=-9.557 smiles=O[C@@H](CC1(O)C(F)(F)C(F)(F)C1(F)F)c1ccccc1
F 1.326 2.879 -3.476
F 3.066 2.997 -1.971
F 3.364 0.470 -2.032
F 1.489 0.177 -3.200
F -0.580 2.353 -1.626
F 0.939 3.119 -0.216
O -0.166 -0.213 1.604
O 2.048 0.592 0.247
C -4.665 -1.804 0.161
C -4.465 -0.435 -0.071
C -3.515 -2.483 0.680
C -3.252 0.228 -0.033
C -2.229 -1.844 0.685
C -2.169 -0.448 0.396
C -0.785 0.181 0.419
C -0.001 -0.139 -0.804
C 1.834 2.422 -2.277
C 2.062 0.920 -2.180
C 0.743 2.288 -1.224
C 1.158 0.828 -0.924
H -0.802 -0.067 2.341
H 1.473 0.461 1.048
H -5.711 -2.263 0.178
H -5.425 0.060 -0.206
H -3.557 -3.557 0.856
H -3.212 1.283 -0.329
H -1.345 -2.474 0.813
H -1.037 1.277 0.472
H 0.432 -1.135 -0.649
H -0.606 -0.135 -1.684

=====

# 6
30
Properties=species:S:1:pos:R:3 method="wB97M-V/def2-TZVPD" homo_ev=-18.529 charge=+3
Lu -0.158 0.695 -0.665
O -3.161 0.617 -2.265
C -2.157 0.569 -1.684
C 2.530 0.695 -0.622
O 3.688 0.747 -0.569
C -0.067 2.857 -0.248
O -0.062 4.027 -0.184
C 0.417 -1.426 -2.178
O 0.624 -2.377 -2.797
C 0.704 2.046 -5.074
H 0.223 1.089 -5.336
H 0.056 2.862 -4.707
C 1.952 2.019 -4.669
H 2.297 2.812 -3.980
H 2.452 1.038 -4.598
N -2.238 -0.866 4.641
C -2.094 -0.204 3.447
O -2.732 0.759 3.035
C -0.944 -0.879 2.645
C -0.090 -1.985 2.968
C 0.951 -2.529 2.174
C 1.127 -1.913 0.966
N 0.270 -0.903 0.638
C -0.731 -0.295 1.404
H -2.987 -0.506 5.262
H -1.645 -1.675 4.861
H -0.275 -2.435 3.935
H 1.552 -3.360 2.466
H 1.841 -2.093 0.184
H -1.341 0.613 0.954